1.
A molecular structure, C10H19BeCl2CsNaO6S at a distorted geometry. Source: the Open Molecules 2025 dataset; level of theory: ωB97M-V/def2-TZVPD.

The calculation puts the gap between HOMO and LUMO at 2.910 eV. The spin multiplicity is 1. Its total energy is -2358.8020 Eh. As for the net charge: +1.

Each line ends with the Mulliken charge.
Geometry (Å):
Cs1 -1.835 1.572 3.921  0.9735
Cl1 -7.029 6.863 -2.956  -0.1810
Cl2 -4.148 7.359 -3.214  -0.1539
S1 -0.859 0.068 2.214  -0.4738
Na1 -0.459 -4.217 1.244  0.8475
O1 1.263 -7.047 0.363  -0.4426
O2 -1.212 5.432 -0.060  -0.4187
O3 -3.305 4.955 -0.603  -0.5105
O4 -0.179 -1.395 1.305  -0.3219
O5 3.590 -4.486 -0.090  -0.3379
O6 -1.583 3.621 -1.042  -0.5248
C1 -0.006 2.544 1.306  -0.4901
C2 3.471 -5.693 -0.025  -0.3159
C3 1.998 -1.557 0.249  0.2459
C4 1.229 -1.585 1.555  -0.6438
C5 1.883 -0.293 -0.592  -0.4857
C6 -5.420 6.585 -2.266  -0.1319
C7 1.521 -5.870 0.250  0.3272
C8 0.221 1.421 2.022  -0.4793
C9 0.577 -0.166 -1.402  -1.0563
C10 -2.103 4.694 -0.576  0.8251
Be1 0.849 -2.319 -2.947  0.0454
H1 2.024 0.604 0.002  0.3364
H2 -5.229 5.521 -2.242  0.2145
H3 3.827 -6.256 0.858  0.3265
H4 1.339 -5.201 1.133  -0.1965
H5 0.088 0.770 -1.131  -0.0505
H6 0.742 -0.144 -2.475  0.3511
H7 -0.146 -0.947 -1.185  0.3560
H8 1.346 -2.598 1.945  0.3440
H9 0.563 3.418 1.585  0.2880
H10 1.622 -0.915 2.320  0.2582
H11 3.052 -1.674 0.511  0.3709
H12 -0.664 2.637 0.449  0.1609
H13 1.747 -2.444 -0.329  -0.2362
H14 -5.396 6.993 -1.264  0.2553
H15 2.710 -0.320 -1.299  0.3863
H16 1.121 -5.331 -0.637  0.3355
H17 -1.952 0.377 1.459  0.2626
H18 3.579 -6.334 -0.920  0.3431
H19 1.161 1.356 2.564  0.5975



2.
2 unconnected molecules or ions with the total composition C9H19OP at a distorted geometry. Source: the Open Molecules 2025 dataset; level of theory: ωB97M-V/def2-TZVPD.

The calculation puts the gap between HOMO and LUMO at 9.905 eV. The spin multiplicity is 1. Its total energy is -770.8318 Eh. Its SMILES is O=C1CCCC1.CCPCC.

Each line ends with the Mulliken charge.
Geometry (Å):
P1 1.292 0.746 -0.490  -0.0785
O1 -1.280 -0.789 1.602  -0.6373
C1 1.854 -1.002 1.490  -0.8087
C2 -2.443 -0.169 -0.432  -0.4518
C3 -3.677 1.604 0.821  -0.6461
C4 -2.336 1.348 1.429  -0.4987
C5 2.328 0.370 -3.135  -1.0902
C6 2.764 0.398 -1.682  -0.4275
C7 -3.586 0.914 -0.557  -0.5521
C8 -1.883 -0.009 0.933  0.5325
C9 2.124 0.486 1.133  -0.4787
H1 -4.476 1.032 1.223  0.2848
H2 1.420 -0.218 -3.024  0.2984
H3 3.290 0.533 1.114  0.3021
H4 -4.464 0.352 -0.963  0.2615
H5 -1.662 2.251 1.104  0.1464
H6 2.934 -0.086 -3.879  0.3678
H7 2.427 -1.262 2.406  0.3253
H8 -3.325 1.577 -1.413  0.2912
H9 3.656 1.075 -1.497  0.3463
H10 1.399 2.137 -0.566  -0.0021
H11 2.081 1.410 -3.508  0.2448
H12 -3.850 2.638 0.639  0.3622
H13 3.155 -0.535 -1.196  0.2971
H14 -1.710 -0.053 -1.171  0.0407
H15 2.346 -1.644 0.618  0.2001
H16 0.809 -1.185 1.484  0.2049
H17 1.868 1.343 1.902  0.3583
H18 -2.787 -1.125 -0.584  0.4682
H19 -2.203 1.365 2.577  0.3392



3.
C6H9N in the gas phase. Source: the Open Molecules 2025 dataset; level of theory: ωB97M-V/def2-TZVPD.

The calculation puts the gap between HOMO and LUMO at 9.108 eV. The spin multiplicity is 1. Its total energy is -288.6888 Eh.

Each line ends with the Mulliken charge.
Geometry (Å):
N1 -1.161 0.194 0.579  0.0267
C1 0.134 0.800 0.562  0.3861
C2 -0.119 -1.662 -1.459  -1.1676
C3 0.240 -1.425 0.055  0.3622
C4 -1.199 -1.133 0.442  -0.7525
C5 0.264 2.259 0.835  -1.2484
C6 1.020 -0.167 0.319  -0.6062
H1 -0.084 2.849 -0.020  0.2903
H2 -0.627 -2.625 -1.537  0.3202
H3 -0.341 2.544 1.703  0.3473
H4 -0.827 -0.903 -1.799  0.3224
H5 0.749 -1.643 -2.118  0.3373
H6 2.097 -0.074 0.404  0.3905
H7 0.686 -2.345 0.429  0.4561
H8 1.302 2.535 1.036  0.3122
H9 -2.002 0.755 0.593  0.2235



4.
4 unconnected molecules or ions with the total composition C23H28BNO5 at a distorted geometry. Source: the Open Molecules 2025 dataset; level of theory: ωB97M-V/def2-TZVPD.

The calculation puts the gap between HOMO and LUMO at 8.867 eV. The spin multiplicity is 1. Its total energy is -1348.8474 Eh. Its SMILES is O=C1C[C@@](COO)(B(O)O)CN1.c1ccccc1.c1ccccc1.c1ccccc1.

Each line ends with the Mulliken charge.
Geometry (Å):
O1 0.666 -1.719 2.218  -0.4017
O2 -0.003 -0.590 -2.221  -0.5864
O3 0.763 -0.516 1.683  -0.1238
O4 -4.067 1.659 1.382  -0.5508
O5 1.707 1.027 -1.261  -0.5925
N1 -2.214 2.934 0.293  -0.3946
C1 -3.042 1.657 0.527  0.3708
C2 -5.141 -2.983 -3.024  -0.3776
C3 -2.911 -2.085 -3.257  -0.2058
C4 -0.831 2.390 -0.035  -0.9031
C5 -0.628 -0.045 1.413  -0.7543
C6 4.689 -5.336 2.036  -0.2950
C7 2.193 5.323 0.205  -0.2649
C8 -4.668 -1.356 -4.746  -0.4306
C9 1.242 5.653 1.171  -0.3713
C10 -0.780 0.727 -0.031  0.8358
C11 3.952 6.081 1.677  -0.3727
C12 4.146 -4.056 1.919  -0.5557
C13 -3.813 -2.924 -2.603  -0.5376
C14 -5.568 -2.202 -4.098  -0.4013
C15 3.547 5.541 0.456  -0.4592
C16 1.923 -4.980 2.121  -0.4807
C17 2.466 -6.260 2.243  -0.3442
C18 3.002 6.405 2.645  -0.3556
C19 2.763 -3.880 1.957  -0.0684
C20 3.848 -6.438 2.196  -0.4370
C21 -2.372 0.472 -0.395  -0.4428
C22 1.647 6.196 2.390  -0.4656
C23 -3.339 -1.299 -4.327  -0.3408
B1 0.360 0.429 -1.181  0.5880
H1 -0.525 -0.166 -2.964  0.2658
H2 5.008 6.249 1.874  0.3540
H3 0.118 2.965 0.368  0.1545
H4 -2.898 -0.501 -0.010  0.2896
H5 4.287 5.290 -0.299  0.3547
H6 0.906 6.455 3.142  0.3646
H7 -5.844 -3.639 -2.516  0.3603
H8 -0.934 0.595 2.347  0.2485
H9 -2.637 -0.643 -4.834  0.3472
H10 2.340 -2.883 1.859  0.4673
H11 0.129 -1.683 3.069  0.3154
H12 -3.481 -3.532 -1.766  0.3991
H13 5.766 -5.475 2.003  0.3528
H14 1.812 -7.117 2.375  0.3440
H15 1.693 2.024 -1.168  0.3211
H16 1.878 4.898 -0.744  0.4822
H17 -1.318 -1.017 1.402  0.3861
H18 4.801 -3.198 1.797  0.3528
H19 -0.753 2.607 -1.202  0.3761
H20 4.271 -7.435 2.285  0.3460
H21 -1.875 -2.043 -2.932  0.4920
H22 -2.491 0.549 -1.573  0.1829
H23 -6.602 -2.251 -4.429  0.3582
H24 0.187 5.486 0.974  0.4020
H25 0.846 -4.842 2.152  0.3368
H26 -2.539 3.401 -0.583  0.3493
H27 3.318 6.822 3.598  0.3552
H28 -5.002 -0.742 -5.578  0.3607



5.
A molecular structure, C10H20ClIO3PW at a distorted geometry. Source: the Open Molecules 2025 dataset; level of theory: ωB97M-V/def2-TZVPD.

The calculation puts the gap between HOMO and LUMO (alpha / beta) at 4.608 / 4.373 eV. The spin multiplicity is 3. Its total energy is -1783.8789 Eh. As for the net charge: +3.

Each line ends with the Mulliken charge.
Geometry (Å):
W1 -0.952 -0.809 0.239  0.5041
I1 -1.998 -3.132 0.241  0.3702
Cl1 -2.288 0.871 0.858  -0.1649
P1 0.388 -0.259 -1.514  0.7813
O1 1.862 -0.735 1.605  -0.2033
O2 -1.748 -6.348 0.982  -0.0932
O3 0.812 2.318 0.616  -0.0557
C1 0.824 -0.766 1.033  0.5262
C2 0.242 2.589 1.918  -0.3891
C3 -2.700 -5.711 0.727  0.5517
C4 2.065 -0.332 -2.108  -1.1421
C5 2.042 3.043 0.448  -0.3118
C6 1.086 3.663 2.605  -0.7210
C7 -4.143 -5.705 0.571  -0.8231
C8 -0.236 1.324 -2.148  -0.9580
C9 2.430 3.633 1.822  -0.6535
C10 -0.470 -1.550 -2.395  -1.2895
H1 -4.538 -6.748 0.618  0.3460
H2 3.133 2.971 2.351  0.2862
H3 1.221 3.462 3.669  0.3364
H4 2.570 -1.237 -1.766  0.4485
H5 -1.239 1.558 -1.761  0.3980
H6 -0.805 2.889 1.795  0.2757
H7 -1.543 -1.506 -2.145  0.4273
H8 -0.290 -1.328 -3.459  0.4602
H9 2.036 -0.349 -3.204  0.4400
H10 -0.248 1.273 -3.252  0.4283
H11 -0.044 -2.535 -2.172  0.4601
H12 1.867 3.848 -0.300  0.3221
H13 0.455 2.117 -1.817  0.2520
H14 2.767 2.331 0.017  0.1432
H15 -4.391 -5.228 -0.400  0.3865
H16 0.612 4.654 2.534  0.2964
H17 2.894 4.618 1.720  0.3655
H18 0.249 1.648 2.494  0.2860
H19 2.648 0.535 -1.788  0.3133
H20 -4.573 -5.065 1.368  0.4000



6.
2 unconnected molecules or ions with the total composition C11H22N3O2P at a distorted geometry. Source: the Open Molecules 2025 dataset; level of theory: ωB97M-V/def2-TZVPD.

The calculation puts the gap between HOMO and LUMO at 5.315 eV. The spin multiplicity is 1. Its total energy is -1088.1929 Eh.

Each line ends with the Mulliken charge.
Geometry (Å):
P1 1.568 -0.042 1.306  0.5518
O1 5.220 -2.379 1.830  -0.4036
O2 3.769 -1.423 0.636  -0.1034
N1 -3.235 -0.057 -1.645  0.1985
N2 -1.268 -0.946 -1.540  0.2393
N3 4.172 -2.529 1.289  0.0530
C1 -4.566 0.309 -2.134  -0.3902
C2 2.671 1.417 1.219  -0.6218
C3 2.041 0.405 4.198  -1.1529
C4 -2.702 0.269 -0.415  -0.6340
C5 -2.345 -0.799 -2.300  -0.1499
C6 1.435 -0.526 3.133  -0.6446
C7 -4.503 1.105 -3.428  -1.1215
C8 -0.048 -1.676 -1.928  -0.5251
C9 2.294 -1.398 0.388  -0.8370
C10 2.370 2.297 -0.001  -1.2884
C11 -1.469 -0.295 -0.347  -0.0670
H1 1.298 2.417 -0.153  0.2977
H2 2.398 -0.178 5.046  0.3397
H3 1.897 -2.289 0.895  0.1886
H4 -0.311 -2.705 -2.167  0.3364
H5 -2.471 -1.205 -3.288  0.3927
H6 -3.926 2.019 -3.293  0.3265
H7 0.698 -1.647 -1.114  0.1907
H8 3.731 1.160 1.218  0.4126
H9 2.498 2.019 2.111  0.3681
H10 1.903 -1.507 3.219  0.3725
H11 0.389 -1.191 -2.797  0.3372
H12 -5.048 0.888 -1.351  0.2951
H13 0.369 -0.649 3.323  0.3615
H14 -3.261 0.864 0.284  0.4218
H15 -0.682 -0.314 0.414  -0.0344
H16 2.890 0.969 3.820  0.3049
H17 -4.041 0.529 -4.229  0.3428
H18 -5.140 -0.607 -2.269  0.2968
H19 1.299 1.124 4.546  0.2923
H20 2.778 3.295 0.171  0.3949
H21 -5.509 1.374 -3.745  0.3719
H22 2.834 1.899 -0.902  0.2866



7.
C6H11N in the gas phase at a distorted geometry. Source: the Open Molecules 2025 dataset; level of theory: ωB97M-V/def2-TZVPD.

The calculation puts the gap between HOMO and LUMO at 9.332 eV. The spin multiplicity is 1. Its total energy is -289.8647 Eh. Its SMILES is C=CCN/C=C/C.

Each line ends with the Mulliken charge.
Geometry (Å):
N1 0.057 -0.255 0.814  -0.2209
C1 2.574 -0.016 0.808  -0.2481
C2 3.642 -0.018 0.016  -0.7519
C3 -2.315 0.175 0.147  -0.2136
C4 -3.358 -0.055 -0.934  -1.0186
C5 -1.067 -0.277 -0.018  -0.2275
C6 1.225 0.476 0.330  -0.2878
H1 2.599 -0.506 1.780  0.3399
H2 0.225 -1.058 1.392  0.2385
H3 1.163 0.451 -0.770  0.3231
H4 -4.246 0.558 -0.811  0.3291
H5 3.643 -0.306 -1.032  0.2326
H6 -2.913 0.206 -1.898  0.2979
H7 4.670 -0.009 0.391  0.2551
H8 -2.658 0.463 1.142  0.3487
H9 1.196 1.510 0.696  0.1752
H10 -3.628 -1.107 -0.957  0.2451
H11 -0.810 -0.235 -1.097  0.1831



8.
A molecular structure, C27H50BrN3O2S2Tm at a distorted geometry. Source: the Open Molecules 2025 dataset; level of theory: ωB97M-V/def2-TZVPD.

The calculation puts the gap between HOMO and LUMO (alpha / beta) at 7.456 / 4.740 eV. The spin multiplicity is 3. Its total energy is -5827.9246 Eh. As for the net charge: +3.

Each line ends with the Mulliken charge.
Geometry (Å):
Tm1 -0.229 1.811 1.870  0.9218
Br1 -0.798 -4.503 4.531  0.2010
S1 -0.454 0.378 -0.561  0.5971
S2 1.258 -1.127 -2.382  0.0100
O1 1.467 -1.090 2.362  -0.4673
O2 -2.580 -5.493 1.724  -0.3028
N1 -0.468 -6.289 2.383  -0.3114
N2 0.968 -3.112 3.283  0.4837
N3 1.425 1.635 -1.936  0.8075
C1 -4.504 -0.688 0.531  -0.5388
C2 0.644 -1.757 2.850  0.6765
C3 2.909 1.536 -2.167  -1.0293
C4 1.252 5.397 0.526  -0.9038
C5 -4.906 0.700 -0.063  -1.0645
C6 0.029 5.310 -0.458  -0.5450
C7 -0.452 -4.275 -0.152  -1.4930
C8 0.976 -2.348 -1.036  -0.1554
C9 -3.741 1.362 -0.827  0.1486
C10 2.437 -3.198 3.554  -0.9325
C11 3.726 0.872 -1.050  -0.5345
C12 0.352 -5.405 3.135  -0.3299
C13 0.686 -4.136 2.235  -0.2722
C14 -3.065 1.494 -3.336  -1.3652
C15 2.197 3.241 1.433  -0.2992
C16 4.024 1.767 0.194  -1.1959
C17 -1.464 -5.347 1.819  -0.3547
C18 -1.604 1.349 -3.820  -0.5049
C19 2.771 1.788 1.116  0.6647
C20 -0.441 -2.965 -0.992  0.4316
C21 -0.724 -1.124 3.045  -1.0673
C22 -3.417 0.564 -2.134  0.0455
C23 2.271 4.249 0.280  0.0230
C24 0.825 0.400 -1.644  -1.4936
C25 -0.623 -4.064 1.411  0.6555
C26 -0.669 2.412 -3.196  -0.6814
C27 0.824 2.031 -3.291  -1.0258
H1 -2.633 -0.178 -1.951  -0.2369
H2 1.087 3.124 1.651  -0.1665
H3 1.139 -5.823 3.759  0.5987
H4 2.677 -4.194 3.939  0.3000
H5 -1.173 -2.278 -0.561  -0.3102
H6 3.268 2.569 -2.255  0.5111
H7 2.752 -2.489 4.319  0.3777
H8 1.520 -4.500 1.623  0.4244
H9 -1.270 -1.144 2.089  0.0547
H10 -0.926 2.602 -2.148  0.1222
H11 1.456 2.824 -3.699  0.6005
H12 -4.336 0.010 -2.351  0.7702
H13 -0.632 -0.070 3.390  0.2479
H14 0.423 -4.900 -0.368  0.3988
H15 -2.844 1.424 -0.173  -0.6028
H16 0.952 1.172 -3.970  0.6159
H17 2.611 3.675 2.345  0.3710
H18 3.057 1.353 2.086  0.5381
H19 -5.239 1.378 0.729  0.4068
H20 -3.301 2.523 -3.050  0.4967
H21 -0.835 3.326 -3.773  0.5577
H22 3.264 4.711 0.338  0.4109
H23 -3.730 1.236 -4.165  0.3835
H24 -1.332 -1.702 3.746  0.4126
H25 -1.355 -4.817 -0.453  0.5590
H26 -4.053 2.383 -1.071  0.6560
H27 0.847 5.373 1.548  0.2650
H28 -4.716 -0.685 1.605  0.3084
H29 4.701 0.631 -1.491  0.5000
H30 3.314 -0.080 -0.695  0.0697
H31 4.810 1.243 0.746  0.4589
H32 1.751 6.363 0.440  0.5185
H33 0.258 4.568 -1.228  -0.0295
H34 1.109 -1.781 -0.102  -0.7388
H35 2.037 1.066 0.673  -0.7376
H36 -1.606 1.484 -4.907  0.5125
H37 -0.774 -3.215 -2.005  0.4735
H38 -1.252 0.324 -3.643  0.1885
H39 3.082 1.085 -3.153  0.6716
H40 -5.723 0.571 -0.777  0.3859
H41 -5.086 -1.478 0.055  0.3449
H42 -1.347 -3.266 1.605  0.1585
H43 -3.424 -0.851 0.381  -0.1642
H44 3.013 -3.087 2.633  0.3943
H45 4.427 2.752 -0.044  0.3882
H46 2.197 3.801 -0.711  -0.0854
H47 -0.145 6.295 -0.887  0.3431
H48 0.162 -6.573 1.620  0.3992
H49 -0.854 4.971 0.103  0.1868
H50 1.768 -3.101 -1.031  0.8921